(1)
This record from the Open Molecules 2025 dataset describes a structure of composition C35H25AuF3N4Sb. The level of theory is wB97M-V/def2-TZVPD.

Structure (XYZ):
```
69
Properties=species:S:1:pos:R:3:forces:R:3
Au -0.0014 0.5068 -0.4848 0.137 0.711 0.197
C 4.8163 -0.6377 -2.8854 0.040 -0.038 0.007
C 4.8563 -1.2763 -1.6496 -0.038 0.019 0.040
C 3.9705 -0.9191 -0.6521 0.094 0.001 -0.054
C 3.0185 0.0887 -0.8951 -0.180 -0.087 0.104
C 2.9481 0.6860 -2.1670 0.048 -0.063 -0.091
C 3.8590 0.3417 -3.1420 -0.069 0.044 0.010
N 2.0762 0.4594 0.0519 0.212 -0.153 -0.174
C 2.3765 0.5250 1.3952 0.037 0.029 0.084
C 3.7004 0.6592 1.8570 0.081 0.073 0.065
C 3.9722 0.7560 3.2084 0.060 -0.008 -0.115
C 2.9531 0.7264 4.1563 -0.165 -0.011 0.005
C 1.6323 0.6351 3.7408 0.084 0.004 0.044
C 1.3467 0.5505 2.3891 -0.258 -0.071 -0.093
N 0.0564 0.5563 1.8599 0.069 -0.122 0.145
N -0.9778 0.3299 2.4920 -0.280 0.062 -0.233
C -2.1471 0.4258 1.6244 0.283 -0.099 0.323
C -3.3661 0.5054 2.2684 0.030 -0.009 -0.107
C -4.5248 0.5785 1.5061 0.102 -0.014 -0.028
C -4.4156 0.5354 0.1264 0.034 -0.014 0.006
C -3.1580 0.4325 -0.4453 -0.057 0.003 -0.060
N -2.0352 0.3896 0.2793 -0.189 -0.117 0.069
H 5.5163 -0.9212 -3.6593 0.004 0.001 -0.005
H 5.5711 -2.0676 -1.4720 0.007 -0.004 0.001
H 3.9681 -1.4468 0.2914 0.001 0.002 0.018
H 2.1845 1.4308 -2.3624 -0.006 -0.002 0.007
H 3.8212 0.8214 -4.1103 0.003 0.002 -0.002
H 4.5089 0.7340 1.1448 0.003 -0.002 -0.001
H 4.9978 0.8682 3.5328 0.014 -0.003 -0.014
H 3.1890 0.7906 5.2091 -0.009 0.000 0.010
H 0.8153 0.6322 4.4502 -0.005 0.007 0.002
H -3.3830 0.5006 3.3486 0.007 0.006 0.018
H -5.4917 0.6498 1.9850 -0.013 -0.002 0.001
H -5.2862 0.5629 -0.5126 -0.013 0.001 0.000
H -3.0383 0.3708 -1.5181 -0.017 0.015 -0.006
F -1.0499 6.2465 -5.5032 -0.006 0.012 -0.016
C -0.8185 5.6026 -4.3651 0.002 -0.004 0.000
C -0.7561 4.2200 -4.3867 -0.003 0.038 0.017
C -0.5124 3.5556 -3.1962 -0.032 -0.068 -0.007
C -0.3389 4.2757 -2.0191 -0.006 0.100 -0.019
C -0.4035 5.6694 -2.0233 0.011 0.035 0.001
C -0.6485 6.3434 -3.2058 -0.007 -0.037 -0.040
Sb 0.0587 3.2983 -0.2187 -0.035 -0.301 -0.241
C 1.7941 4.1082 0.6138 0.058 0.050 0.042
C 1.7101 5.0596 1.6303 -0.021 -0.011 0.044
C 2.8604 5.6610 2.1148 0.019 -0.033 -0.018
C 4.0774 5.2937 1.5685 0.001 0.001 -0.003
F 5.1854 5.8606 2.0325 0.017 0.018 0.016
C 4.1884 4.3590 0.5518 -0.010 0.007 0.035
C 3.0344 3.7646 0.0769 -0.002 -0.007 -0.006
C -1.5123 3.7371 1.0779 -0.067 0.027 0.098
C -2.7481 4.0931 0.5374 -0.006 0.000 -0.054
C -3.8252 4.3496 1.3681 0.006 -0.012 0.025
C -3.6434 4.2361 2.7353 0.026 0.001 0.024
F -4.6771 4.4735 3.5370 -0.012 -0.004 0.026
C -2.4299 3.8794 3.3032 -0.046 0.009 -0.043
C -1.3622 3.6214 2.4616 0.028 0.003 0.004
H -0.8969 3.6930 -5.3196 0.000 -0.010 -0.013
H -0.4638 2.4718 -3.1964 0.011 -0.003 0.002
H -0.2621 6.2422 -1.1139 0.004 -0.008 0.008
H -0.7063 7.4218 -3.2476 0.002 0.018 0.005
H 0.7544 5.3518 2.0466 -0.017 0.001 -0.009
H 2.8276 6.4069 2.8963 -0.008 0.012 0.012
H 5.1632 4.1216 0.1489 0.010 -0.003 -0.011
H 3.1126 3.0390 -0.7219 0.004 -0.027 -0.048
H -2.8758 4.1882 -0.5353 0.009 0.011 -0.003
H -4.7907 4.6427 0.9796 -0.007 0.006 -0.011
H -2.3424 3.8137 4.3788 0.010 0.000 0.011
H -0.4106 3.3356 2.8960 0.017 0.015 0.000
```
Forces are in eV/Å.

The LUMO energy (alpha / beta) is -0.248 / -0.306 Ha. Its spin multiplicity is 3. The value obtained for the frontier orbital gap (alpha / beta) is 7.03 / 5.99 eV. As for the net charge: +2. The value obtained for the total energy is -61025.563 eV. The HOMO energy (alpha / beta) comes out at -13.78 / -14.31 eV. As for the expectation value of S²: 2.060.



(2)
This record from the Open Molecules 2025 dataset describes a structure of composition C35H25Cl3N5O5RuS. The level of theory is wB97M-V/def2-TZVPD.

Structure (XYZ):
```
75
Properties=species:S:1:pos:R:3:forces:R:3
Ru -1.5741 1.7982 -0.1339 -0.334 0.086 0.600
C 2.5507 3.0465 -0.4429 -0.036 -0.111 -0.059
C 1.2402 2.6836 -0.7712 0.216 -0.090 -0.064
N 0.3988 2.2229 0.1400 -0.031 0.226 -0.580
C 0.7822 2.1800 1.4293 -0.065 -0.168 0.159
C 2.0795 2.4493 1.8386 0.235 0.060 0.180
C 2.9839 2.8890 0.8506 0.002 -0.092 0.088
C 2.3973 2.3208 3.2365 0.009 0.058 -0.067
C 1.4314 2.0488 4.1407 -0.106 -0.009 -0.019
C 0.0593 1.8808 3.7315 0.105 0.031 0.280
C -1.0145 1.7231 4.6301 0.090 0.012 0.092
C -2.2954 1.6284 4.1509 -0.040 0.034 -0.094
C -2.5148 1.6688 2.7696 -0.117 0.025 -0.030
N -1.5182 1.7967 1.9121 0.225 -0.190 -0.673
C -0.2443 1.9171 2.3766 -0.109 -0.031 0.233
H 3.2130 3.4211 -1.2100 -0.041 -0.013 -0.028
H 0.8656 2.7647 -1.7835 0.035 -0.012 -0.032
H 4.0077 3.1174 1.1214 -0.030 0.021 0.001
H 3.4228 2.4707 3.5497 -0.031 0.019 0.009
H 1.6674 1.9804 5.1950 -0.012 -0.007 -0.020
H -0.8254 1.7033 5.6969 0.011 -0.029 -0.030
H -3.1410 1.5309 4.8168 0.005 -0.009 -0.022
H -3.5116 1.5953 2.3548 0.016 -0.039 -0.003
O -3.5703 1.5741 -0.3722 0.175 -0.347 0.137
C -4.4571 2.4545 -0.2993 -0.174 0.192 -0.027
C -4.2549 3.8500 -0.1995 0.010 -0.113 0.104
C -5.3972 4.6790 -0.1408 -0.158 -0.247 -0.039
C -5.2410 6.0227 -0.0866 -0.046 0.245 -0.008
C -3.9710 6.6157 -0.0882 0.005 0.023 -0.040
C -2.8501 5.8293 -0.1504 0.115 0.161 0.024
C -2.9619 4.4333 -0.2000 0.373 -0.309 0.140
O -1.8552 3.7166 -0.2589 -0.341 0.362 -0.310
N -6.4436 6.8838 -0.0441 0.044 0.001 0.034
O -7.5180 6.3264 -0.0382 0.000 -0.043 -0.001
O -6.2573 8.0780 -0.0179 0.036 0.020 0.002
H -5.4894 2.0937 -0.3213 0.018 -0.005 -0.103
H -6.3948 4.2567 -0.1500 0.022 -0.001 -0.001
H -3.8980 7.6940 -0.0453 -0.008 -0.006 -0.003
H -1.8598 6.2637 -0.1577 -0.026 0.016 -0.001
Cl 3.4759 -6.7068 -6.0132 -0.011 0.003 0.041
C 2.7880 -5.8515 -4.6813 0.002 -0.061 -0.010
C 2.9967 -4.4909 -4.5555 0.032 0.164 -0.012
C 2.4367 -3.8268 -3.4772 0.052 -0.013 -0.021
C 1.6692 -4.4861 -2.5218 0.082 0.068 0.096
C 1.1102 -3.6747 -1.3722 0.151 -0.033 -0.105
C -0.3937 -3.4797 -1.5169 -0.093 -0.113 -0.157
N -0.8849 -2.3168 -0.7655 0.164 -0.375 0.249
C -1.4726 -2.3780 0.4761 -0.099 -0.033 0.032
C -1.7525 -1.1037 0.8356 -0.005 0.018 -0.259
N -1.3371 -0.2596 -0.1839 0.089 0.294 0.550
C -0.7934 -1.0392 -1.1153 -0.279 0.156 -0.313
O 1.3430 -4.2699 -0.1143 -0.107 0.130 0.371
C 2.2337 -3.5875 0.7670 0.134 -0.166 -0.174
C 3.6417 -3.5061 0.2553 0.007 0.013 0.082
C 4.1758 -2.4923 -0.4849 0.012 0.013 0.054
Cl 3.3881 -1.0375 -1.0023 0.053 0.098 0.103
S 5.8225 -2.7297 -0.8736 0.077 0.034 -0.078
C 5.8391 -4.2154 -0.0278 0.110 0.019 -0.046
C 4.6320 -4.5034 0.5160 -0.168 -0.039 -0.005
C 1.4673 -5.8536 -2.6850 -0.021 -0.015 -0.010
Cl 0.4865 -6.7686 -1.5787 0.012 0.043 -0.039
C 2.0279 -6.5377 -3.7495 -0.031 -0.185 -0.018
H 3.5970 -3.9653 -5.2850 -0.018 -0.001 0.009
H 2.6125 -2.7615 -3.3679 0.021 -0.031 0.014
H 1.5926 -2.6963 -1.4162 -0.077 0.006 -0.040
H -0.8867 -4.3584 -1.1084 -0.102 0.002 -0.090
H -0.6720 -3.3742 -2.5640 -0.053 0.119 0.011
H -1.6635 -3.3135 0.9740 0.075 0.000 -0.045
H -2.2528 -0.7435 1.7143 0.023 -0.017 0.028
H -0.4055 -0.7084 -2.0658 0.087 0.006 0.047
H 2.2205 -4.1969 1.6682 0.000 0.081 0.080
H 1.8600 -2.5882 1.0187 -0.091 0.029 -0.104
H 6.7499 -4.7911 0.0260 -0.036 0.007 -0.018
H 4.4378 -5.3946 1.0983 -0.021 0.033 -0.049
H 1.8689 -7.6022 -3.8527 -0.016 0.021 -0.004
```
Forces are in eV/Å.

The LUMO energy (alpha / beta) is -0.251 / -0.290 Ha. Its spin multiplicity is 2. The value obtained for the frontier orbital gap (alpha / beta) is 5.96 / 4.89 eV. As for the net charge: +2. The value obtained for the energy relative to the best compared isomer or geometry (same formula, charge and spin) is 0.0 kcal per mole. The value obtained for the total energy is -105358.042 eV. The HOMO energy (alpha / beta) comes out at -12.79 / -12.79 eV. As for the expectation value of S²: 0.755.



(3)
This record from the Open Molecules 2025 dataset describes a cluster of 5 separate species, C35H25F4NO3 in total at a distorted geometry. The level of theory is wB97M-V/def2-TZVPD.

Structure (XYZ):
```
68
Properties=species:S:1:pos:R:3:forces:R:3
O 7.4923 -2.6414 0.1686 -0.356 0.164 -0.553
C 7.0336 -2.3135 -0.8471 0.889 -0.384 0.109
N 6.6497 -2.0071 -1.9721 -0.782 0.143 0.699
C 5.4473 -1.2225 -1.9615 0.626 0.259 -0.062
C 5.4518 0.0539 -1.5724 0.084 -0.279 -0.083
C 4.2056 0.8484 -1.5606 0.044 -0.042 -0.054
O 4.2123 2.0534 -1.6307 0.101 0.307 0.201
C 2.9556 0.0652 -1.4549 -0.121 -0.058 0.024
C 1.8053 0.6379 -0.9417 -0.016 -0.146 -0.091
C 0.6552 -0.1246 -0.8529 -0.114 -0.102 0.006
C 0.6469 -1.4438 -1.2922 -0.081 0.108 0.026
C 1.7896 -2.0076 -1.8278 0.024 0.044 -0.036
C 2.9509 -1.2538 -1.8923 -0.129 -0.038 0.017
C 4.1898 -1.8525 -2.4475 -0.377 0.038 -0.307
O 4.1614 -2.7514 -3.2522 0.305 -0.203 0.180
H 6.3740 0.5310 -1.2795 0.075 0.209 -0.065
H 1.8358 1.6616 -0.6108 0.040 0.174 -0.023
H -0.2474 0.3028 -0.4439 -0.096 0.070 0.056
H -0.2559 -2.0295 -1.2152 -0.107 -0.063 0.025
H 1.7953 -3.0236 -2.1881 0.015 -0.126 -0.056
F -2.1665 1.7419 0.4355 -0.068 0.027 0.034
C -1.8423 3.0574 0.3781 0.081 0.022 -0.052
C -2.8474 3.9994 0.4043 -0.134 -0.051 -0.005
C -2.4955 5.3397 0.3376 0.091 0.002 -0.023
C -1.1612 5.7094 0.2360 -0.013 -0.004 -0.006
C -0.1709 4.7366 0.2064 -0.050 0.030 0.026
C -0.5097 3.3938 0.2842 0.027 0.024 0.020
H -3.8810 3.6865 0.4721 0.004 -0.006 -0.020
H -3.2676 6.0956 0.3672 -0.016 0.009 0.007
H -0.8936 6.7554 0.1820 0.003 0.010 0.000
H 0.8694 5.0210 0.1249 0.014 -0.001 0.007
H 0.2355 2.6133 0.2790 0.016 0.013 0.018
F -3.6101 6.5978 3.1310 -0.001 0.006 0.003
C -4.8218 6.1040 3.4597 -0.042 -0.015 0.016
C -5.7804 6.9679 3.9491 -0.003 0.066 0.011
C -7.0234 6.4532 4.2874 0.001 -0.036 -0.011
C -7.2888 5.0992 4.1369 -0.010 -0.005 -0.001
C -6.3054 4.2536 3.6429 -0.025 0.049 0.005
C -5.0584 4.7539 3.2963 0.043 -0.074 -0.015
H -5.5498 8.0182 4.0628 0.015 -0.003 -0.010
H -7.7874 7.1154 4.6714 -0.005 0.014 0.010
H -8.2591 4.7045 4.4052 -0.007 -0.005 0.002
H -6.5065 3.1970 3.5274 0.002 -0.015 -0.004
H -4.2777 4.1130 2.9105 0.041 0.026 0.029
F -2.2311 -3.2395 0.3383 0.022 -0.014 -0.010
C -3.3321 -2.5624 0.7339 -0.057 0.030 0.017
C -4.4766 -3.2704 1.0384 -0.005 -0.073 -0.007
C -5.6007 -2.5633 1.4398 0.013 0.048 0.002
C -5.5667 -1.1779 1.5265 -0.003 -0.002 -0.004
C -4.4010 -0.4927 1.2124 -0.047 -0.070 0.009
C -3.2680 -1.1875 0.8147 0.065 0.053 -0.020
H -4.4807 -4.3488 0.9590 0.016 0.000 0.001
H -6.5074 -3.0995 1.6848 -0.011 -0.013 -0.002
H -6.4487 -0.6342 1.8366 -0.007 0.003 0.002
H -4.3669 0.5862 1.2718 0.022 0.015 0.006
H -2.3484 -0.6752 0.5707 -0.002 -0.002 -0.002
F 5.5212 -9.2887 -2.5881 -0.002 -0.015 0.003
C 5.8580 -7.9849 -2.6863 0.008 0.001 -0.021
C 4.9151 -7.0296 -2.3675 0.006 0.055 0.057
C 5.2760 -5.6928 -2.4689 0.037 -0.125 -0.089
C 6.5463 -5.3353 -2.9012 -0.084 0.011 0.028
C 7.4718 -6.3200 -3.2205 -0.080 0.062 0.052
C 7.1311 -7.6601 -3.1089 0.067 -0.057 -0.020
H 3.9257 -7.3330 -2.0534 0.011 -0.015 0.018
H 4.5557 -4.9215 -2.2413 -0.050 0.003 0.005
H 6.7834 -4.2854 -2.9952 0.093 -0.036 -0.073
H 8.4617 -6.0469 -3.5606 0.016 -0.002 -0.004
H 7.8332 -8.4472 -3.3481 -0.016 -0.014 -0.001
```
Forces are in eV/Å.

The LUMO energy is -0.050 Ha. The value obtained for the frontier orbital gap is 7.74 eV. The value obtained for the total energy is -55202.253 eV. The HOMO energy comes out at -9.09 eV. Its structure (SMILES) is O=C=NC1=CC(=O)c2ccccc2C1=O.Fc1ccccc1.Fc1ccccc1.Fc1ccccc1.Fc1ccccc1.



(4)
This record from the Open Molecules 2025 dataset describes a structure of composition C35H26BrIN4O3Zr at a distorted geometry. The level of theory is wB97M-V/def2-TZVPD.

Structure (XYZ):
```
71
Properties=species:S:1:pos:R:3:forces:R:3
Zr 9.1560 8.6695 12.3659 2.044 -0.997 0.240
Br 7.0508 8.7141 5.5936 0.349 0.191 0.106
C 7.5378 9.3031 7.3313 -0.214 0.324 -0.105
C 8.4039 10.3881 7.5521 -0.023 0.803 -1.134
C 8.6892 10.8184 8.8203 0.565 0.667 -0.410
C 8.2196 10.1599 9.9404 0.550 -1.056 2.379
O 8.8467 10.3434 11.1308 -1.664 0.052 -2.463
C 7.2138 9.1270 9.7210 1.063 -0.967 1.103
C 6.7788 8.2724 10.7650 -0.574 0.102 -0.763
N 7.0008 8.4457 12.0665 0.012 1.342 0.167
C 6.1515 9.1148 12.9661 -0.713 -1.151 0.491
C 4.7562 8.9069 12.9658 1.845 1.178 0.977
C 3.9449 9.3734 14.0658 0.752 -0.690 -0.653
C 4.5860 9.8302 15.2092 -0.219 0.654 -1.269
C 5.9950 10.1070 15.1775 -0.532 0.559 -0.012
C 6.6355 10.7597 16.2568 -0.493 0.132 -0.297
C 7.9842 10.9866 16.2237 1.387 1.259 2.037
C 8.7741 10.5811 15.1325 -1.189 -2.489 -1.118
N 8.1638 9.8717 14.1321 0.279 2.037 0.216
C 6.7935 9.8310 14.0417 -0.382 -1.690 1.063
C 6.9590 8.7034 8.3897 -0.220 -0.997 -0.440
H 8.7974 10.8915 6.6439 -0.008 -0.288 0.937
H 9.3913 11.6028 9.0485 0.213 0.189 -0.386
H 6.2240 7.3692 10.4514 -0.097 0.360 -0.073
H 4.4417 8.3115 12.1295 -0.846 0.005 -0.071
H 2.8517 9.2691 13.9302 0.778 0.053 0.610
H 4.0298 10.1528 16.0817 -0.024 -0.095 -0.061
H 5.9920 11.1575 17.0541 0.558 -0.463 -0.078
H 8.4698 11.4537 17.1620 -0.710 -0.622 -1.906
H 9.8807 10.5685 15.0623 -0.920 0.329 0.314
H 6.4068 7.7938 8.1232 -0.240 0.420 0.809
C 13.0939 8.7296 14.6993 0.223 -0.051 -0.491
C 11.7117 8.2535 14.3100 0.042 -0.035 -0.735
O 11.0176 9.0282 13.5333 0.019 -0.921 0.485
C 11.3029 6.9622 14.7759 -1.751 -0.792 0.607
C 12.0816 6.2256 15.7593 0.205 1.542 -1.817
C 11.6696 4.9949 16.1439 1.313 -1.213 2.075
C 10.3909 4.5116 15.8750 -0.172 1.799 -1.075
C 9.5258 5.2055 15.0197 0.611 -0.678 0.073
C 9.9731 6.3721 14.3901 1.928 1.198 0.371
O 9.2480 6.9700 13.4854 -0.232 -0.028 0.774
H 13.2017 9.8007 14.6076 -0.347 0.361 -0.012
H 13.8903 8.3198 14.0211 -0.838 -0.139 0.686
H 13.2753 8.4431 15.7321 0.377 0.118 -0.192
H 13.0299 6.6918 16.0918 -0.727 -0.971 -0.196
H 12.3476 4.3684 16.8043 -0.950 0.957 -0.919
H 10.1148 3.6597 16.4258 -0.625 -1.167 0.130
H 8.5621 4.8114 14.7031 0.116 0.095 0.292
I 14.6373 3.7591 13.8253 -0.160 0.245 -0.001
C 12.0285 7.7923 9.1416 0.352 -0.272 1.706
C 13.2234 7.8090 9.9319 -0.208 -0.219 -0.120
C 14.0520 8.9090 9.8850 -1.735 1.394 -1.824
C 13.6343 9.9909 9.0406 2.106 -0.143 0.853
C 12.5202 9.7983 8.2701 -1.123 2.202 0.503
N 11.6178 8.8572 8.4700 0.341 -2.260 -1.027
H 13.5116 7.0056 10.6168 -0.303 -0.138 -0.545
H 15.0111 8.9633 10.3287 0.548 -0.058 0.889
H 14.2429 10.9448 9.0466 -0.780 -1.343 -0.496
H 12.1416 10.5266 7.5604 0.483 0.470 0.059
N 9.7738 7.4256 10.9117 -0.612 0.552 -0.990
C 10.0289 6.4722 10.1210 1.077 -0.812 0.606
C 9.4476 5.1128 10.2900 0.534 -0.271 -0.916
C 10.1383 4.0023 9.8520 -2.271 1.976 0.172
C 11.4469 4.0657 9.2767 0.662 2.903 0.091
C 12.0322 5.2984 9.1165 -0.851 -1.703 -0.602
C 11.1849 6.5244 9.0712 -0.067 0.875 1.710
H 8.5012 5.0272 10.8356 0.402 -0.008 -0.227
H 9.5362 3.1138 9.8985 0.495 -0.735 0.258
H 11.9215 3.1844 8.9865 0.988 -1.268 0.018
H 13.0586 5.4845 8.8189 -0.026 -0.624 -0.167
H 10.7221 6.5244 8.0859 -0.372 0.007 -0.217
```
Forces are in eV/Å.

The LUMO energy is -0.094 Ha. The value obtained for the frontier orbital gap is 2.98 eV. The value obtained for the energy relative to the best compared isomer or geometry (same formula, charge and spin) is 58.8 kcal per mole. The value obtained for the total energy is -128243.170 eV. The HOMO energy comes out at -5.52 eV.